Molecular formula: C48H123N7O20
Method: DFT, the ωB97M-V functional and the def2-TZVPD basis

The gap between HOMO and LUMO comes out at 0.3107 Eh. Its charge is 0. The value obtained for the relative energy (zero: lowest compared OMol25 entry of this formula, charge and spin) is 10.043 eV. The LUMO energy comes out at 0.31 eV. Its structure (SMILES) is COCCNCCOC.COCCNCCOC.COCCNCCOC.COCCNCCOC.COCCNCCOC.COCCNCCOC.COCCNCCOC.OCCO.OCCO.OCCO. The calculation puts the energy at -3789.9826 Ha.

Last columns: bonded neighbours and bond lengths (Å).
CARTESIAN COORDINATES (ANGSTROEM)
1 O -12.82 -6.20 -9.32  C55 1.370, C73 1.400
2 O -7.53 -8.49 7.01  C30 1.407, H104 0.960
3 O 1.51 -11.80 -4.95  C28 1.401, H194 0.960
4 O -0.91 -2.00 -2.19  C51 1.468, H193 0.960
5 O 0.86 7.22 -4.05  C38 1.391, C74 1.454
6 O 10.71 1.31 -0.45  C41 1.389, C42 1.436
7 O -3.12 -13.97 -4.60  C57 1.406, C67 1.464
8 O -3.79 6.76 -4.00  C34 1.372, C36 1.450
9 O 0.19 -5.53 3.45  C50 1.476, C56 1.417
10 O 15.41 0.47 2.31  C40 1.429, C72 1.422
11 O -0.94 -2.67 -5.31  C29 1.357, H155 0.960
12 O 11.01 8.86 10.62  C68 1.457, C75 1.437
13 O -5.10 -11.55 -9.94  C47 1.412, C59 1.374
14 O 1.51 1.12 3.08  C45 1.489, C46 1.447
15 O -2.11 17.32 1.96  C32 1.511, C52 1.457
16 O 3.62 -9.86 -2.86  C35 1.401, H190 0.960
17 O -5.78 -10.12 5.25  C39 1.399, H158 0.960
18 O 4.63 8.04 10.63  C64 1.452, C70 1.403
19 O -7.99 -6.92 -5.71  C48 1.455, C58 1.471
20 O -2.82 11.73 3.03  C31 1.415, C71 1.447
21 N 7.39 8.35 11.42  C33 1.510, C61 1.525, H134 1.010
22 N 0.90 -2.05 2.79  C60 1.425, C66 1.480, H91 1.010
23 N -4.18 -13.15 -7.29  C54 1.449, C69 1.458, H172 1.010
24 N 12.35 0.56 1.94  C63 1.454, C65 1.464, H121 1.010
25 N -10.97 -6.53 -7.25  C43 1.481, C53 1.497, H156 1.010
26 N -1.44 15.06 3.79  C44 1.500, C62 1.504, H159 1.010
27 N -1.06 5.62 -3.14  C37 1.473, C49 1.491, H187 1.010
28 C 1.89 -10.58 -4.36  O3 1.401, C35 1.592, H122 1.090, H182 1.090
29 C -1.48 -3.17 -4.17  O11 1.357, C51 1.560, H110 1.090, H150 1.090
30 C -7.85 -8.86 5.69  O2 1.407, C39 1.539, H101 1.090, H195 1.090
31 C -2.67 12.84 3.90  O20 1.415, C44 1.574, H112 1.090, H133 1.090
32 C -1.59 16.57 0.75  O15 1.511, H81 1.090, H161 1.090, H176 1.090
33 C 8.83 8.72 11.69  N21 1.510, C75 1.454, H137 1.090, H191 1.090
34 C -5.10 7.14 -4.13  O8 1.372, H139 1.090, H152 1.090, H196 1.090
35 C 3.09 -11.03 -3.42  O16 1.401, C28 1.592, H125 1.090, H153 1.090
36 C -3.51 5.46 -3.43  O8 1.450, C37 1.483, H154 1.090, H186 1.090
37 C -2.35 5.34 -2.51  N27 1.473, C36 1.483, H119 1.090, H174 1.090
38 C 0.32 8.50 -4.02  O5 1.391, H107 1.090, H116 1.090, H148 1.090
39 C -6.55 -9.01 4.88  O17 1.399, C30 1.539, H88 1.090, H115 1.090
40 C 14.75 0.61 1.05  O10 1.429, C65 1.474, H117 1.090, H170 1.090
41 C 10.59 1.81 0.84  O6 1.389, C63 1.525, H129 1.090, H143 1.090
42 C 9.45 0.91 -1.02  O6 1.436, H95 1.090, H108 1.090, H198 1.090
43 C -11.54 -5.18 -7.45  N25 1.481, C73 1.604, H76 1.090, H90 1.090
44 C -1.85 13.85 3.01  N26 1.500, C31 1.574, H145 1.090, H184 1.090
45 C 2.33 -0.05 3.49  O14 1.489, C66 1.518, H100 1.090, H197 1.090
46 C 0.90 1.85 4.17  O14 1.447, H94 1.090, H103 1.090, H166 1.090
47 C -4.41 -11.17 -8.77  O13 1.412, C69 1.529, H105 1.090, H192 1.090
48 C -8.48 -5.92 -6.64  O19 1.455, C53 1.535, H82 1.090, H124 1.090
49 C -0.06 6.12 -2.16  N27 1.491, C74 1.513, H83 1.090, H128 1.090
50 C 0.34 -6.42 2.28  O9 1.476, H78 1.090, H160 1.090, H177 1.090
51 C -0.42 -3.09 -3.04  O4 1.468, C29 1.560, H92 1.090, H180 1.090
52 C -3.18 16.71 2.73  O15 1.457, C62 1.549, H80 1.090, H141 1.090
53 C -9.51 -6.56 -7.59  N25 1.497, C48 1.535, H87 1.090, H136 1.090
54 C -4.80 -14.05 -6.34  N23 1.449, C67 1.529, H99 1.090, H169 1.090
55 C -14.11 -5.77 -9.16  O1 1.370, H96 1.090, H140 1.090, H189 1.090
56 C -0.15 -4.19 3.16  O9 1.417, C60 1.480, H144 1.090, H157 1.090
57 C -2.93 -13.89 -3.21  O7 1.406, H118 1.090, H167 1.090, H173 1.090
58 C -7.67 -6.34 -4.39  O19 1.471, H84 1.090, H89 1.090, H165 1.090
59 C -4.99 -12.86 -10.31  O13 1.374, H114 1.090, H132 1.090, H162 1.090
60 C 1.11 -3.46 2.89  N22 1.425, C56 1.480, H175 1.090, H181 1.090
61 C 6.29 9.09 12.17  N21 1.525, C64 1.578, H123 1.090, H146 1.090
62 C -2.52 16.08 3.99  N26 1.504, C52 1.549, H79 1.090, H86 1.090
63 C 11.94 1.90 1.55  N24 1.454, C41 1.525, H138 1.090, H164 1.090
64 C 4.92 8.31 12.02  O18 1.452, C61 1.578, H102 1.090, H109 1.090
65 C 13.40 0.02 1.08  N24 1.464, C40 1.474, H120 1.090, H147 1.090
66 C 2.21 -1.36 2.72  N22 1.480, C45 1.518, H77 1.090, H188 1.090
67 C -4.51 -13.62 -4.91  O7 1.464, C54 1.529, H113 1.090, H126 1.090
68 C 11.79 7.72 11.06  O12 1.457, H111 1.090, H130 1.090, H151 1.090
69 C -4.86 -11.87 -7.49  N23 1.458, C47 1.529, H85 1.090, H142 1.090
70 C 4.13 9.11 9.88  O18 1.403, H131 1.090, H149 1.090, H183 1.090
71 C -3.85 10.76 3.30  O20 1.447, H93 1.090, H106 1.090, H185 1.090
72 C 16.78 0.84 2.30  O10 1.422, H97 1.090, H168 1.090, H178 1.090
73 C -11.95 -5.15 -9.00  O1 1.400, C43 1.604, H98 1.090, H171 1.090
74 C 1.24 6.58 -2.80  O5 1.454, C49 1.513, H135 1.090, H179 1.090
75 C 9.61 8.57 10.47  O12 1.437, C33 1.454, H127 1.090, H163 1.090
76 H -10.87 -4.38 -7.14  C43 1.090
77 H 2.46 -1.35 1.66  C66 1.090
78 H -0.63 -6.49 1.79  C50 1.090
79 H -3.33 15.61 4.56  C62 1.090
80 H -3.72 15.87 2.29  C52 1.090
81 H -2.34 16.62 -0.03  C32 1.090
82 H -7.72 -5.30 -7.11  C48 1.090
83 H -0.51 7.02 -1.74  C49 1.090
84 H -6.96 -7.07 -4.01  C58 1.090
85 H -5.93 -12.02 -7.59  C69 1.090
86 H -2.16 16.98 4.49  C62 1.090
87 H -9.27 -7.62 -7.67  C53 1.090
88 H -6.07 -8.05 5.03  C39 1.090
89 H -8.54 -6.27 -3.74  C58 1.090
90 H -12.41 -5.14 -6.80  C43 1.090
91 H 0.41 -1.51 3.49  N22 1.010
92 H 0.57 -2.88 -3.44  C51 1.090
93 H -3.54 9.92 2.69  C71 1.090
94 H 1.51 2.32 4.95  C46 1.090
95 H 9.52 0.84 -2.10  C42 1.090
96 H -14.44 -5.40 -8.19  C55 1.090
97 H 17.41 0.02 1.95  C72 1.090
98 H -12.34 -4.14 -9.15  C73 1.090
99 H -5.88 -14.15 -6.46  C54 1.090
100 H 2.24 -0.25 4.55  C45 1.090
101 H -8.66 -8.22 5.32  C30 1.090
102 H 4.92 7.40 12.62  C64 1.090
103 H 0.15 2.59 3.89  C46 1.090
104 H -6.98 -9.15 7.45  O2 0.960
105 H -4.63 -10.13 -8.52  C47 1.090
106 H -3.82 10.35 4.31  C71 1.090
107 H -0.68 8.61 -3.59  C38 1.090
108 H 8.68 1.63 -0.75  C42 1.090
109 H 4.00 8.72 12.44  C64 1.090
110 H -2.35 -2.55 -3.95  C29 1.090
111 H 11.64 7.40 12.09  C68 1.090
112 H -2.10 12.47 4.74  C31 1.090
113 H -5.20 -14.25 -4.36  C67 1.090
114 H -3.97 -13.24 -10.42  C59 1.090
115 H -6.88 -9.00 3.83  C39 1.090
116 H 0.24 9.02 -4.98  C38 1.090
117 H 14.56 1.66 0.86  C40 1.090
118 H -1.94 -14.28 -2.97  C57 1.090
119 H -2.27 4.30 -2.19  C37 1.090
120 H 12.92 0.12 0.10  C65 1.090
121 H 11.60 -0.08 1.76  N24 1.010
122 H 2.12 -9.87 -5.15  C28 1.090
123 H 6.56 9.29 13.20  C61 1.090
124 H -8.95 -5.09 -6.12  C48 1.090
125 H 2.68 -11.83 -2.80  C35 1.090
126 H -4.81 -12.57 -4.83  C67 1.090
127 H 9.57 7.51 10.19  C75 1.090
128 H 0.13 5.41 -1.35  C49 1.090
129 H 10.12 2.79 0.88  C41 1.090
130 H 11.62 6.92 10.33  C68 1.090
131 H 3.11 9.50 9.96  C70 1.090
132 H -5.52 -12.90 -11.26  C59 1.090
133 H -3.68 13.17 4.16  C31 1.090
134 H 7.08 7.40 11.35  N21 1.010
135 H 1.89 7.27 -2.26  C74 1.090
136 H -9.21 -6.06 -8.51  C53 1.090
137 H 9.20 8.27 12.61  C33 1.090
138 H 11.76 2.61 2.36  C63 1.090
139 H -5.78 6.45 -4.64  C34 1.090
140 H -14.76 -6.61 -9.42  C55 1.090
141 H -3.86 17.47 3.11  C52 1.090
142 H -4.78 -11.23 -6.61  C69 1.090
143 H 10.08 1.20 1.58  C41 1.090
144 H -0.54 -3.64 4.02  C56 1.090
145 H -2.48 14.17 2.17  C44 1.090
146 H 6.10 10.08 11.74  C61 1.090
147 H 13.40 -1.02 1.40  C65 1.090
148 H 0.91 9.19 -3.42  C38 1.090
149 H 4.88 9.90 9.86  C70 1.090
150 H -1.85 -4.19 -4.23  C29 1.090
151 H 12.85 7.96 10.96  C68 1.090
152 H -5.53 7.51 -3.20  C34 1.090
153 H 3.88 -11.55 -3.98  C35 1.090
154 H -3.29 4.76 -4.24  C36 1.090
155 H -0.89 -1.71 -5.33  O11 0.960
156 H -11.60 -7.32 -7.35  N25 1.010
157 H -0.96 -4.04 2.44  C56 1.090
158 H -4.99 -10.13 4.71  O17 0.960
159 H -0.68 15.63 3.44  N26 1.010
160 H 0.72 -7.40 2.58  C50 1.090
161 H -1.51 15.50 0.98  C32 1.090
162 H -5.63 -13.51 -9.71  C59 1.090
163 H 9.17 9.10 9.62  C75 1.090
164 H 12.65 2.38 0.88  C63 1.090
165 H -7.08 -5.42 -4.44  C58 1.090
166 H 0.21 1.24 4.74  C46 1.090
167 H -3.69 -14.44 -2.66  C57 1.090
168 H 16.92 1.70 1.65  C72 1.090
169 H -4.36 -15.04 -6.46  C54 1.090
170 H 15.38 0.03 0.37  C40 1.090
171 H -11.04 -5.12 -9.61  C73 1.090
172 H -3.24 -12.95 -6.97  N23 1.010
173 H -3.04 -12.85 -2.88  C57 1.090
174 H -2.54 6.09 -1.74  C37 1.090
175 H 1.43 -3.83 1.92  C60 1.090
176 H -0.55 16.90 0.65  C32 1.090
177 H 0.94 -5.97 1.50  C50 1.090
178 H 17.13 1.10 3.30  C72 1.090
179 H 1.88 5.75 -3.07  C74 1.090
180 H -0.51 -4.07 -2.56  C51 1.090
181 H 1.88 -3.78 3.59  C60 1.090
182 H 1.00 -10.15 -3.90  C28 1.090
183 H 4.15 8.75 8.85  C70 1.090
184 H -1.10 13.26 2.49  C44 1.090
185 H -4.85 10.97 2.91  C71 1.090
186 H -4.41 5.11 -2.92  C36 1.090
187 H -1.19 6.37 -3.80  N27 1.010
188 H 2.97 -1.98 3.18  C66 1.090
189 H -14.28 -4.85 -9.73  C55 1.090
190 H 4.53 -10.00 -2.62  O16 0.960
191 H 8.73 9.78 11.94  C33 1.090
192 H -3.32 -11.21 -8.81  C47 1.090
193 H -0.54 -2.15 -1.32  O4 0.960
194 H 1.05 -12.29 -4.26  O3 0.960
195 H -8.35 -9.83 5.65  C30 1.090
196 H -5.10 8.08 -4.70  C34 1.090
197 H 3.40 0.14 3.38  C45 1.090
198 H 9.22 -0.09 -0.66  C42 1.090